[1]
DFT (ωB97M-V with the def2-TZVPD basis set) results for 3 unconnected molecules or ions with the total composition C41H77BrN6OS at a distorted geometry.

The spin multiplicity is 1. As for the orbital gap: 7.69 eV. As for the SMILES: CC(=O)NCCCC[C@@](Br)(C#N)[C@@](C#N)(CCCS)CCCCCCCCCCCCn1cccc1.CCN(CC)CC.CCN(CC)CC. Its net charge is 0.

Each line ends with the Löwdin charge.
Element x y z (Å)
N  3.6285  -1.7518  2.5068  -0.06
O  4.1859  -1.7930  4.9769  -0.04
H  1.1992  3.3869  -4.7232  0.07
H  -2.8502  -8.5998  3.4650  0.12
H  -0.8972  -2.8556  2.3429  0.12
H  -2.6174  -8.0880  1.8002  0.10
C  -3.1865  -1.5151  1.2244  -0.17
C  -5.2179  -9.2051  1.2269  -0.09
H  -4.1106  1.1867  0.1996  0.08
C  0.8952  -3.8654  1.3608  -0.20
H  1.4674  4.7590  -7.9089  0.07
H  -3.7270  0.7817  -1.6007  0.11
H  -1.2195  7.5633  -5.7368  0.11
H  -1.4063  -3.8712  0.8351  0.12
H  -2.3166  -6.2937  4.2717  0.08
H  4.0078  -3.7642  3.2293  0.12
C  3.2835  -3.2419  2.4602  -0.21
H  -0.1715  5.3530  -8.1167  0.05
C  6.4048  -1.2330  -1.6549  -0.08
H  -1.9636  -5.8107  2.5970  0.04
H  0.9735  2.4744  0.8189  0.07
H  -0.9986  -7.0635  3.3763  0.07
H  0.8888  6.7762  -6.4666  0.12
H  -3.3375  3.0247  -2.1213  0.11
H  -1.7153  1.0836  1.0062  0.09
C  6.9291  2.3457  0.1683  -0.18
H  4.6018  2.1746  0.4597  0.10
H  1.6460  -3.6004  0.4916  0.11
Br  0.7502  -0.5075  1.1836  0.80
H  -1.0662  0.7299  -0.8258  0.11
C  0.0144  -2.0815  -1.1860  -0.17
C  -0.7215  4.4208  -4.5882  -0.27
C  -0.5728  -1.7506  0.3448  -0.63
N  -3.0224  -2.0286  -2.5339  0.12
H  4.5914  -1.5662  2.1438  0.12
C  -2.9283  -0.8971  2.7227  -0.24
S  -5.6153  0.3553  2.8634  0.61
H  1.6249  5.4313  -5.6669  0.10
H  3.6330  -3.6122  1.3884  0.13
H  1.6269  -4.4134  3.5579  0.12
H  -3.5044  0.8076  4.1655  0.09
N  -4.3675  -7.3407  2.7575  -0.19
H  -4.3245  -5.0771  0.1492  0.06
C  1.2986  3.6207  0.7711  -0.21
H  5.3463  4.1083  2.7242  0.11
C  0.6923  5.7415  -6.1549  -0.25
H  -4.1948  -9.4667  0.9491  0.07
C  0.4634  3.6830  -3.9696  -0.09
H  -1.5926  4.5361  -1.3027  0.12
H  -0.7413  2.8724  -1.0607  0.09
C  7.9445  -0.8663  -2.0822  -0.09
C  0.0555  4.5895  1.2255  -0.21
H  1.6690  3.7964  -0.3369  0.10
C  2.6261  3.7869  1.7748  -0.20
H  -3.4131  6.6128  -6.5539  0.07
C  -2.0129  -6.6595  3.2856  -0.09
H  8.6062  -1.5444  -2.7690  0.07
C  3.5673  -1.2408  3.9301  -0.32
C  3.8915  4.5485  0.9918  -0.21
H  3.7639  5.7223  1.1342  0.11
H  3.7723  4.3700  -0.1796  0.11
H  4.8442  0.0436  -0.2330  0.10
C  -1.9300  0.5624  -0.0452  -0.18
C  -0.5741  -3.1300  1.2307  -0.21
H  9.3729  1.1078  -1.4680  0.10
C  5.9383  0.0233  -0.7105  -0.08
H  -1.4563  4.5659  -3.7868  0.10
N  7.0667  1.0350  -0.6098  -0.18
H  6.2314  4.6912  1.1197  0.10
C  -3.2739  1.2836  -0.6452  -0.18
C  -3.1261  2.8850  -0.9597  -0.19
C  -1.6404  3.5181  -0.6813  -0.22
H  -1.7363  3.1672  1.6775  0.09
H  5.7122  -2.1389  -1.9178  0.07
H  6.7986  3.1933  -0.6610  0.14
H  -6.3208  -8.1176  2.7129  0.11
H  -5.9564  1.3031  1.8454  -0.11
C  -2.9592  -7.7473  2.7834  -0.27
H  -2.1952  4.9069  1.0399  0.12
H  7.9273  2.6021  0.7374  0.14
H  -2.7427  4.9881  -6.4431  0.07
C  8.3288  0.5836  -1.3706  -0.05
H  -4.1902  -5.2806  2.4825  0.09
H  3.3019  0.7032  5.0911  0.10
C  -2.0707  -1.0953  0.0990  -0.34
C  -1.4401  3.9961  0.9066  -0.21
H  2.9516  2.7072  2.1109  0.07
H  -3.3302  -1.7037  3.5053  0.12
C  -1.5471  6.5478  -5.4794  -0.25
C  -2.4791  6.0397  -6.5730  -0.09
C  -4.3035  -6.1092  0.5169  -0.09
H  -3.4178  1.4085  2.3664  0.05
H  -5.6667  -8.6275  0.4155  0.06
H  2.6299  0.8359  3.2454  0.04
C  -4.6811  -6.1318  1.9940  -0.25
H  -1.7589  -0.8182  2.9492  0.10
C  -3.7418  0.5017  3.0366  -0.55
H  -5.0126  -6.6744  -0.0896  0.06
H  -4.2377  -1.1348  0.8056  0.11
H  0.1267  4.6827  2.4135  0.11
C  -5.2907  -8.4629  2.5560  -0.25
H  0.1147  2.7677  -3.4788  0.07
H  -3.2989  -6.4966  0.3326  0.07
H  0.7213  -5.0330  1.2951  0.12
C  5.5766  2.4213  1.1025  -0.20
C  2.7054  0.1569  4.2199  -0.05
H  -2.0478  6.1748  -7.5676  0.06
H  1.2021  -2.5904  3.2416  0.08
C  1.6880  -3.5458  2.7702  -0.18
H  -2.1377  6.6721  -4.5625  0.11
N  0.4239  -2.3338  -2.3920  0.12
C  0.5044  4.8830  -7.4009  -0.09
H  -3.3275  -2.6944  1.3452  0.12
C  -2.6059  -1.7595  -1.3397  -0.11
H  -5.1179  -9.1904  3.3596  0.11
H  2.3128  4.3873  2.7575  0.12
N  -0.3747  5.7286  -5.1530  -0.19
H  0.1302  3.8827  -7.1710  0.07
H  -1.1947  3.7706  -5.3317  0.10
H  -5.7523  -5.9079  2.0871  0.12
H  5.6322  1.7225  2.0645  0.12
H  1.6062  -0.1293  4.5806  0.09
H  -5.7839  -10.1409  1.2983  0.07
C  5.3751  4.0193  1.5530  -0.20
H  0.9632  4.2979  -3.2143  0.07
H  0.2091  5.6325  0.6923  0.12
H  -3.9108  3.5561  -0.3975  0.12



[2]
DFT (ωB97M-V with the def2-TZVPD basis set) results for a gas-phase ion, C5H9FN (charge +1) at a distorted geometry.

Its energy above the lowest of the compared OMol25 structures with the same formula, charge and spin is 0.0 kcal per mole. The spin multiplicity is 3. As for the orbital gap (spin up / spin down): 8.33 / 9.13 eV. Its net charge is +1.

Each line ends with the natural charge from an NBO analysis.
Element x y z (Å)
H  2.3231  0.7557  -0.4446  0.45
F  -2.4770  0.9152  -0.3268  -0.27
H  -2.3617  -1.7596  0.6446  0.26
N  1.2904  0.7749  -0.4517  -0.55
C  -1.4677  -1.1497  0.7118  -0.46
H  1.1955  -1.0807  0.5442  0.23
H  0.9915  1.1851  -1.3457  0.45
H  1.3670  -1.2096  -1.2215  0.25
C  -1.4982  0.1641  0.1126  0.41
H  -0.9589  -1.2296  -1.5144  0.26
C  -0.6421  -0.8247  -0.5596  -0.36
C  0.7778  1.5808  0.6223  -0.08
H  1.0649  1.3090  1.6187  0.20
H  -0.9068  -1.3221  1.6192  0.23
H  0.4453  2.5740  0.4046  0.21
C  0.8569  -0.6828  -0.4137  -0.22



[3]
DFT (ωB97M-V with the def2-TZVPD basis set) results for a molecular structure, C10H40F2N21O14S2Sn at a distorted geometry.

Its energy above the lowest of the compared OMol25 structures with the same formula, charge and spin is 0.0 kcal per mole. The spin multiplicity is 1. As for the orbital gap: 2.79 eV. Its net charge is +1.

Each line ends with the Löwdin charge.
Element x y z (Å)
N  2.5039  -4.2681  0.3699  0.17
O  -4.2989  -3.1973  -1.9426  0.06
H  2.7725  0.8422  -2.0319  0.07
C  4.0353  2.8082  -0.0612  -0.63
H  -0.0934  -4.7241  3.1213  0.12
N  0.2066  0.5242  6.4441  0.17
O  -2.7977  3.5097  -1.5139  -0.10
H  5.5018  4.0374  -0.3041  0.12
F  -2.7291  -0.9364  1.7877  -0.22
H  3.4296  2.4956  -3.1244  0.05
Sn  -2.0332  2.9673  1.4204  1.72
N  0.9721  6.1122  -0.3095  0.19
C  -1.0172  -1.7611  -4.2017  -0.82
N  -1.7895  -5.4985  0.7123  0.20
O  0.3564  2.4256  3.5555  -0.07
N  1.7690  0.6719  3.7094  0.21
H  1.1196  6.6733  -1.1363  0.13
O  -0.6382  -1.4469  2.5870  -0.24
H  0.2255  -0.0724  -4.4978  0.07
N  -0.6419  -0.5658  -4.6538  0.17
H  1.6578  -4.2224  0.9196  0.09
O  -1.4295  -2.2409  0.4117  -0.24
N  -0.8445  -4.6562  2.4495  0.13
C  0.8363  4.8505  -0.4275  -0.92
H  -2.8425  -1.3882  -5.0001  0.11
H  2.5077  3.6169  4.0912  0.13
O  0.7557  4.2288  0.5135  0.04
H  -2.8413  1.4815  -3.8932  0.10
N  2.3531  0.4205  -2.8482  0.15
O  2.2165  0.2562  -5.0637  0.02
H  -1.2179  -0.1086  4.4330  0.07
F  0.8297  1.4619  -0.1982  -0.25
H  -5.1712  -2.9689  0.9818  0.11
C  -3.2142  2.8924  -2.4979  -0.71
N  4.8272  3.7501  0.3905  0.15
N  -1.2509  -0.6544  5.2822  0.17
H  -4.5857  4.1507  -3.2043  0.14
H  5.2479  3.6092  1.2979  0.12
H  -1.7963  -4.5001  0.5598  0.07
S  -1.2072  -1.1677  1.3276  0.49
O  -0.3945  -2.2468  -3.3618  0.09
H  3.3818  2.0870  4.2491  0.12
C  -1.0372  -5.7570  1.7118  -0.79
H  -1.3921  -0.1360  -5.1758  0.08
N  -1.0691  0.3364  0.6172  -0.36
O  3.1729  -3.8055  -1.7517  0.03
O  -0.6111  -6.8097  2.1224  0.06
H  -3.8537  -0.8600  -1.0272  0.11
N  -2.2562  -1.9409  -4.3911  0.18
O  -0.2419  -1.5451  6.9844  0.08
H  0.8861  6.6029  0.5691  0.13
H  -1.7517  1.3395  -2.6083  0.08
H  2.5056  1.7841  0.7681  0.07
H  0.7781  -3.4812  -2.1300  0.07
N  -2.5868  1.7829  -2.9634  0.19
C  -4.3663  -2.7904  -0.8067  -0.77
H  3.4455  2.9612  1.7872  0.08
N  0.7402  4.5133  -1.6533  0.22
H  -4.8124  -4.4960  0.2158  0.13
H  -2.6977  -2.5543  -3.7210  0.10
C  2.6582  0.8372  -4.0762  -0.69
H  -1.6558  -4.0612  2.5384  0.09
C  1.4432  1.9173  3.8334  -0.78
C  -0.4618  -0.6146  6.2741  -0.82
N  3.4294  1.9436  -3.9702  0.15
H  0.3760  -3.3040  -0.4959  0.05
N  1.0498  -3.6382  -1.1700  0.16
O  4.0488  2.3753  -1.2710  -0.02
N  2.5266  2.6074  4.1155  0.18
N  -4.3233  -1.5235  -0.4277  0.15
H  -1.5635  -1.5572  4.9545  0.12
H  1.1363  5.0492  -2.4122  0.14
C  2.3293  -3.9128  -0.8861  -0.76
H  0.9694  0.2095  3.3008  0.09
H  2.1622  -0.5691  -2.9136  0.12
H  -4.4302  -1.3406  0.5599  0.08
H  0.4795  3.5538  -1.8308  0.12
N  -4.2002  3.2189  -3.2608  0.20
O  -0.1119  -0.1122  -1.7644  -0.28
H  -2.0469  -6.1928  0.0254  0.14
H  2.6204  0.2329  4.0295  0.15
H  3.9430  2.3602  -4.7336  0.11
O  1.2630  -0.8368  0.1941  -0.23
H  -4.4326  2.5787  -4.0066  0.13
N  3.2978  2.3741  0.9787  0.17
S  0.1663  -0.0242  -0.2896  0.51
N  -4.7711  -3.4868  0.2125  0.17
H  0.9432  0.4024  7.1243  0.12
H  3.4595  -4.1761  0.6837  0.12
H  0.1714  1.2960  5.7936  0.07



[4]
DFT (ωB97M-V with the def2-TZVPD basis set) results for a molecular structure, C5H14BNO4S at a distorted geometry.

The spin multiplicity is 3. As for the orbital gap (spin up / spin down): 4.65 / 6.19 eV. Its net charge is 0.

Each line ends with the natural charge from an NBO analysis.
Element x y z (Å)
H  2.1379  1.9375  0.0770  0.23
O  0.2199  -0.4966  -2.6426  -0.90
H  1.8546  0.5793  -1.0697  0.20
C  1.4976  1.1434  -0.1677  -0.63
H  -1.0401  -2.4938  -2.6138  0.48
N  1.1693  -1.8546  -0.3961  -0.66
H  -1.2712  -2.9602  2.0830  0.24
C  0.0078  1.3949  -0.4233  -0.22
H  2.1450  -1.5557  -0.3092  0.33
H  -1.9372  0.3537  -0.4192  0.23
C  -0.5586  -3.1317  1.3590  -0.82
C  -0.5731  2.4306  0.6737  -0.62
H  0.2658  -3.7941  1.8246  0.23
H  -0.9868  -3.3693  0.4054  0.26
O  -0.6512  -0.3828  1.0128  -0.75
H  1.4878  0.6225  0.6796  0.21
H  -0.3230  1.7220  -1.4176  0.19
H  -0.3690  1.8501  1.6390  0.23
B  -0.3230  -0.9939  -1.5397  0.98
H  0.5447  0.3576  -2.8257  0.51
O  1.4027  -1.4454  2.1461  -0.91
O  -1.0979  -2.1052  -1.8286  -0.90
H  -1.6596  2.6154  0.5347  0.21
C  -0.8398  0.0930  -0.3169  -0.16
S  0.4424  -1.6332  1.0062  1.84
H  -0.0472  3.3904  0.5189  0.21



[5]
DFT (ωB97M-V with the def2-TZVPD basis set) results for C20H23N3O3 in the gas phase at a distorted geometry.

Its energy above the lowest of the compared OMol25 structures with the same formula, charge and spin is 23.5 kcal per mole. The spin multiplicity is 1. As for the orbital gap: 9.59 eV. As for the SMILES: Cc1ccnc(C)c1C(=O)NC[C@@H]1Cc2ccccc2CN1C(=O)CO. Its net charge is 0.

Each line ends with the natural charge from an NBO analysis.
Element x y z (Å)
C  3.3258  1.5175  -1.0361  0.65
H  0.0139  -3.7539  -0.9739  0.21
C  2.9464  -2.1690  -0.2813  -0.02
H  -2.2554  -0.0154  3.2862  0.22
H  -0.1956  -1.3089  -1.2443  0.21
O  4.5298  1.6996  -0.8268  -0.62
N  2.7440  0.3063  -0.8068  -0.44
H  -5.4232  0.6590  2.9069  0.22
H  1.7637  3.0228  -0.7994  0.20
H  3.9500  -0.5446  0.6939  0.21
H  -3.3871  1.1187  4.0457  0.23
C  0.7400  0.3482  0.7977  -0.24
C  0.8826  -1.1628  -1.3202  -0.42
H  1.1138  -0.4623  1.4258  0.21
C  1.2796  0.1708  -0.6448  -0.04
C  3.6122  -0.7918  -0.3139  -0.24
N  -5.1627  1.1955  -0.4128  -0.44
C  -2.7540  0.9468  3.1746  -0.64
H  0.7610  0.9259  -1.2352  0.24
H  -1.9959  1.7308  3.1937  0.23
H  -1.2052  -0.4004  1.2686  0.40
C  -5.7053  0.9451  0.8005  0.06
C  1.0278  -3.6094  -0.6301  -0.20
C  3.0399  -4.5236  0.3247  -0.21
H  -4.1332  1.5510  -2.6544  0.24
C  -3.8190  1.3535  -0.5017  0.28
C  1.6256  -2.3485  -0.7298  -0.04
C  1.7284  -4.6938  -0.1073  -0.21
H  1.2574  -5.6643  -0.0430  0.22
H  -2.5455  0.9376  -2.2018  0.21
O  3.2581  3.7939  -2.0134  -0.70
H  -6.7803  0.8347  0.8301  0.20
H  3.5913  -5.3608  0.7285  0.22
C  -2.9591  1.2529  0.6140  -0.21
H  4.6556  -3.1488  0.5857  0.21
C  2.4606  2.6939  -1.5717  -0.16
C  -1.4687  1.4171  0.4483  0.67
O  -0.9819  2.4068  -0.0914  -0.63
N  -0.7217  0.3965  0.8879  -0.61
H  3.6605  4.2129  -1.2467  0.47
H  1.1623  1.2569  1.2343  0.22
C  -3.5522  1.0011  1.8756  0.07
H  1.8832  2.3476  -2.4292  0.20
H  1.0731  -1.0965  -2.3925  0.23
C  -4.9396  0.8441  1.9586  -0.28
H  -2.9308  2.6473  -1.9774  0.24
C  3.6392  -3.2689  0.2379  -0.19
H  4.5232  -0.8464  -0.9146  0.24
C  -3.3324  1.6356  -1.9182  -0.65



[6]
DFT (ωB97M-V with the def2-TZVPD basis set) results for a molecular structure, C5H8O2 at a distorted geometry.

Its energy above the lowest of the compared OMol25 structures with the same formula, charge and spin is 75.8 kcal per mole. The spin multiplicity is 1. As for the orbital gap: 9.28 eV. Its net charge is 0.

Each line ends with the natural charge from an NBO analysis.
Element x y z (Å)
H  0.4658  1.2638  -1.1484  0.21
H  1.1000  -1.0008  1.8079  0.24
H  0.4885  0.6706  1.5394  0.26
C  0.7047  0.1961  -1.1635  -0.50
H  -1.2777  0.2544  -1.3648  0.17
C  -1.5098  -0.1421  -0.2406  -0.05
H  -0.0657  -1.6788  -0.3967  0.22
O  3.1852  0.3601  0.5852  -0.52
H  0.7786  -0.2398  -2.1738  0.22
H  -2.6833  1.0792  0.7655  0.48
C  2.0530  0.1669  0.2455  0.66
H  -2.2898  -0.9357  -0.1090  0.18
O  -1.7429  0.8661  0.7224  -0.73
C  0.8559  -0.2455  1.0593  -0.55
C  -0.0625  -0.6143  -0.1284  -0.29